(1)
# C27H31N6OPdS2

A structure of composition C27H31N6OPdS2 (the ωB97M-V functional and the def2-TZVPD basis, the OMol25 dataset).

```
68
Properties=species:S:1:pos:R:3
Pd -0.4562 0.5393 0.3164
C 4.9240 1.5184 0.8475
C 3.7447 2.2489 0.9063
C 2.5320 1.6110 1.1108
C 2.4632 0.2215 1.2577
C 3.6576 -0.5077 1.1888
C 4.8677 0.1388 0.9904
N 1.2037 -0.3782 1.3494
C 0.9275 -1.5428 1.9835
C 1.7826 -2.1360 2.9549
C 1.4571 -3.3257 3.5500
C 0.2638 -4.0119 3.2504
C -0.6155 -3.4445 2.3733
C -0.3125 -2.2138 1.7610
N -1.2080 -1.5197 0.9758
N -2.2622 -2.0514 0.5810
C -3.1154 -1.1592 -0.1256
C -4.3275 -1.6942 -0.5366
C -5.2360 -0.8747 -1.1811
C -4.9067 0.4553 -1.3880
C -3.6683 0.9010 -0.9535
N -2.7834 0.1191 -0.3427
H 5.8709 2.0156 0.6896
H 3.7703 3.3254 0.7947
H 1.6099 2.1824 1.1451
H 3.6306 -1.5870 1.2451
H 5.7770 -0.4455 0.9306
H 2.6923 -1.6250 3.2323
H 2.1324 -3.7429 4.2867
H 0.0396 -4.9520 3.7335
H -1.5697 -3.8996 2.1452
H -4.5288 -2.7367 -0.3359
H -6.1868 -1.2663 -1.5168
H -5.5842 1.1366 -1.8819
H -3.3639 1.9287 -1.1124
C 1.6468 -2.4526 -3.8857
C 2.3803 -1.2651 -3.2676
C 1.9490 -0.9102 -1.8442
S 0.3817 -0.0412 -1.7516
O -0.6351 -0.7779 -2.5208
C 0.8092 1.5317 -2.5835
C 0.0095 1.7256 -3.8664
C -1.4360 2.1348 -3.6062
H 2.0049 -2.6240 -4.9004
H 0.5731 -2.2878 -3.9211
H 1.8330 -3.3606 -3.3097
H 2.3083 -0.3916 -3.9192
H 3.4456 -1.4968 -3.1956
H 2.6589 -0.2497 -1.3458
H 1.8178 -1.8022 -1.2274
H 1.8836 1.5044 -2.7604
H 0.6042 2.3180 -1.8569
H 0.0358 0.8091 -4.4578
H 0.5176 2.4980 -4.4471
H -1.9401 1.3947 -2.9854
H -1.9883 2.2146 -4.5417
H -1.4799 3.1048 -3.1047
S -1.2561 3.2159 0.2957
C -1.5179 2.6666 1.8435
N -2.2248 3.3671 2.7833
C -2.4974 2.8813 4.0118
C -2.0433 1.6490 4.3694
C -1.2878 0.9552 3.4117
N -1.0319 1.4493 2.2222
H -2.5630 4.2795 2.5056
H -3.0756 3.5190 4.6653
H -2.2477 1.2317 5.3417
H -0.8560 -0.0181 3.6234
```

net charge = +1
multiplicity = 1
energy relative to the best compared isomer or geometry (same formula, charge and spin) = 1.7169 eV
LUMO level (spin up / spin down) = -3.8 / -3.9 eV
highest occupied orbital energy (spin up / spin down) = -0.348 / -0.351 Eh

Results of the Mulliken charge analysis, in e, for atoms 1 through 8: atom 1 (Pd): -0.034, atom 2 (C): -0.583, atom 3 (C): -0.869, atom 4 (C): 0.252, atom 5 (C): -0.546, atom 6 (C): -0.093, atom 7 (C): -0.871, atom 8 (N): 0.719



(2)
# C12H23F3NO2P2Pt

A structure of composition C12H23F3NO2P2Pt (the ωB97M-V functional and the def2-TZVPD basis, the OMol25 dataset).

```
44
Properties=species:S:1:pos:R:3
Pt 1.0089 0.5847 0.7046
P -0.6438 2.2660 0.4714
C -1.1479 2.0231 -1.2426
C -0.5307 1.0450 -2.0452
N 0.5216 0.3407 -1.4503
C 1.2094 -0.5665 -2.1534
C 1.1083 -0.6296 -3.5537
C 0.0274 -0.0155 -4.2055
C -0.8637 0.7052 -3.4218
C 2.1884 -1.4488 -1.3890
P 1.8065 -1.6277 0.4293
H -1.7824 1.1427 -3.8289
H 1.8346 -1.2659 -4.0602
H -0.0708 -0.0800 -5.2947
H 2.3102 -2.4466 -1.8261
H 3.1615 -0.9449 -1.3980
H -4.8535 0.0260 0.0372
H -2.0949 2.4391 -1.6121
H -2.8622 -1.8877 1.6009
O -4.8390 -0.9580 -0.1435
H -4.9650 -1.1201 -1.0932
H -0.4105 0.0077 0.4493
O -2.1126 -1.6648 2.1836
H -2.2971 -0.7464 2.5105
C 0.7825 -3.1308 0.4744
H 1.3568 -3.9990 0.1114
H 0.4313 -3.2971 1.4968
H -0.1158 -3.0037 -0.1343
C 3.2868 -2.1447 1.3238
H 3.0495 -2.2219 2.3884
H 3.6518 -3.1176 0.9770
H 4.0835 -1.4077 1.2097
C 0.2963 3.8048 0.3855
H -0.4182 4.6221 0.2656
H 0.9273 3.9829 1.2635
H 0.9235 3.7022 -0.5043
C -1.8935 2.4792 1.8227
H -1.4073 2.4898 2.8059
H -2.4450 3.4291 1.7338
H -2.6240 1.6597 1.8718
F 0.2756 -0.7054 3.3195
C 1.0660 0.2676 2.8147
F 0.7105 1.4441 3.4646
F 2.3599 -0.0312 3.2409
```

net charge = +3
multiplicity = 5
LUMO level (spin up / spin down) = -11.4 / -15.7 eV
highest occupied orbital energy (spin up / spin down) = -0.663 / -0.694 Eh

Results of the Mulliken charge analysis, in e, for atoms 1 through 8: atom 1 (Pt): 1.117, atom 2 (P): 0.367, atom 3 (C): -0.583, atom 4 (C): 0.817, atom 5 (N): -0.341, atom 6 (C): 0.834, atom 7 (C): -0.789, atom 8 (C): -0.475



(3)
# C14H16BN5O2S2Zn

A structure of composition C14H16BN5O2S2Zn (the ωB97M-V functional and the def2-TZVPD basis, the OMol25 dataset).

```
41
Properties=species:S:1:pos:R:3
Zn -0.5931 -0.3447 0.3640
C -2.2629 2.6742 2.2531
N -0.8360 2.7259 1.9538
C 0.1415 3.1380 2.8304
C 1.3071 3.1235 2.1454
N 1.0442 2.7176 0.8571
B 2.1094 2.8919 -0.2743
N 2.2190 1.6989 -1.2978
C 2.5560 1.9929 -2.5989
C 2.6246 0.8412 -3.2961
N 2.3125 -0.1637 -2.4108
C 2.2377 -1.5683 -2.7530
C 2.0653 0.3774 -1.1927
S 1.7351 -0.5811 0.2136
C -0.2666 2.4543 0.7607
S -1.1009 1.7863 -0.6064
H -2.4008 3.0694 3.2562
H -2.6045 1.6449 2.2103
H -2.8049 3.2934 1.5413
H -0.0803 3.3984 3.8492
H 2.3036 3.3809 2.4531
H 3.1767 3.0552 0.2680
H 1.7831 3.8441 -0.9451
H 2.7075 3.0087 -2.9136
H 2.8531 0.6439 -4.3277
H 2.6723 -1.6991 -3.7409
H 1.1998 -1.8932 -2.7830
H 2.7844 -2.1658 -2.0279
O -3.3668 -1.7635 2.8601
C -2.5310 -1.5352 2.0063
O -1.8321 -0.4649 1.8656
C -2.2312 -2.6213 0.9728
C -2.8452 -3.8605 1.0402
C -2.4787 -4.8317 0.1259
C -1.4987 -4.5390 -0.8131
C -0.9398 -3.2761 -0.8142
N -1.3145 -2.3295 0.0458
H -3.5796 -4.0272 1.8144
H -2.9385 -5.8111 0.1503
H -1.1672 -5.2767 -1.5302
H -0.1596 -3.0084 -1.5117
```

net charge = 0
multiplicity = 1
energy relative to the best compared isomer or geometry (same formula, charge and spin) = 0.0000 eV
LUMO level = 0.1 eV
highest occupied orbital energy = -0.300 Eh

Results of the Mulliken charge analysis, in e, for atoms 1 through 8: atom 1 (Zn): 0.308, atom 2 (C): -0.734, atom 3 (N): 0.245, atom 4 (C): -0.298, atom 5 (C): -0.724, atom 6 (N): -0.018, atom 7 (B): 0.656, atom 8 (N): 0.223



Which of these has the highest multiplicity?
C12H23F3NO2P2Pt



Which formula does entry 1 have?
C27H31N6OPdS2